Entry 1:
The following is a quantum chemistry calculation of a molecular structure, C5H11BeO4, from the OMol25 dataset.

Last column: natural (NBO) charge in e.
CARTESIAN COORDINATES (ANGSTROEM)
C -2.7748 2.1420 -1.5763  -0.324
O -2.8285 1.0720 -0.7435  -0.321
H -3.7317 2.1173 -2.1485  0.234
H -2.7729 3.1045 -1.0334  0.187
H -1.9519 2.0839 -2.3108  0.176
O 3.2723 -0.6868 1.1676  -0.988
C 2.7448 -1.9607 1.0278  -0.073
C 1.4456 -1.9168 0.1576  -0.104
O 0.6594 -0.8999 0.7609  -0.698
C -0.3983 -0.2645 -0.0375  -0.098
C -0.6409 1.1078 0.5954  -0.069
O 0.5504 1.7618 0.8871  -0.988
Be 1.7127 0.3406 1.0901  1.652
H 2.4994 -2.4169 2.0091  0.149
H 3.4443 -2.6539 0.5221  0.162
H 0.9128 -2.8800 0.1686  0.189
H 1.6678 -1.6306 -0.8846  0.179
H -1.2841 -0.9151 0.0252  0.212
H 0.0030 -0.1422 -1.0586  0.182
H -1.2635 0.9603 1.5020  0.154
H -1.2660 1.6775 -0.1202  0.186

Output
Total charge: 0
Total energy: -13952.4235 eV
2S+1: 2
LUMO (alpha / beta): 0.0237 / -0.0603 Eh
Largest force on an atom: 3.8 eV Å⁻¹

=====

Entry 2:
The following is a quantum chemistry calculation of a molecular structure, C15H28GaNO, from the OMol25 dataset.

Last column: natural (NBO) charge in e.
CARTESIAN COORDINATES (ANGSTROEM)
C -2.7079 2.5080 0.1442  -0.612
H -2.8316 3.4386 0.7116  0.229
H -3.6189 2.4356 -0.4882  0.220
H -1.8337 2.5787 -0.4928  0.179
C -2.4142 1.2606 0.9785  -0.392
H -1.9700 0.4506 0.3705  0.150
H -1.7034 1.4884 1.7633  0.201
C -3.8191 0.8681 1.4976  -0.609
H -3.8674 0.1863 2.3675  0.219
H -4.3785 1.8203 1.7087  0.225
H -4.3315 0.4107 0.6240  0.201
C 1.5409 -1.5228 -0.6142  -0.349
C 0.2874 -2.0042 -0.1223  0.106
C -0.7666 -1.5301 -0.9640  0.222
C -0.2350 -0.8507 -2.0515  -0.028
C 1.2109 -0.7597 -1.8992  -0.103
C 2.2218 -0.1310 -2.8399  -0.639
C -0.9695 -0.2157 -3.1702  -0.666
C -2.1573 -2.0598 -0.9243  -0.701
C 0.1734 -3.0269 0.9475  -0.677
C 2.9039 -1.8022 -0.0745  -0.651
Ga 1.7739 0.4568 -0.4553  1.402
H -0.4663 0.6648 -3.5833  0.241
H -1.0375 -0.9645 -3.9585  0.266
H -1.9896 0.0742 -2.9157  0.259
H 1.7724 0.7935 -3.2107  0.260
H 3.0436 0.2485 -2.2164  0.192
H 2.6858 -0.6799 -3.6671  0.290
H 2.8965 -1.9160 1.0199  0.269
H 3.2616 -2.7288 -0.5272  0.282
H 3.6247 -1.0036 -0.3172  0.214
H -0.8474 -3.1371 1.3483  0.259
H 0.4638 -4.0108 0.5360  0.275
H 0.8550 -2.8081 1.7873  0.251
H -2.8766 -1.2776 -1.1590  0.262
H -2.3165 -2.8675 -1.6515  0.282
H -2.4267 -2.4609 0.0501  0.252
C 2.0858 2.1385 3.4806  -0.702
C 2.0056 1.6535 2.0745  0.712
N 2.8822 2.1264 1.1967  -0.733
O 1.0518 0.8841 1.7010  -0.639
H 3.0910 2.4526 3.7552  0.256
H 1.7493 1.3562 4.1561  0.281
H 1.3902 2.9760 3.5062  0.287
H 2.8966 1.8002 0.1829  0.298
H 3.6969 2.6865 1.3949  0.458

Output
Total charge: +2
Total energy: -71903.1179 eV
LUMO (alpha / beta): -0.3811 / -0.3843 Eh
Largest force on an atom: 4.4 eV Å⁻¹

=====

Entry 3:
The following is a quantum chemistry calculation of 2 unconnected molecules or ions with the total composition C5H8N, from the OMol25 dataset.

Last column: natural (NBO) charge in e.
CARTESIAN COORDINATES (ANGSTROEM)
C 1.0869 0.0070 0.8330  -0.348
C 2.2766 -0.2618 1.1674  0.397
C 0.3303 -0.5167 -0.3801  0.073
C -0.3875 -1.8191 -0.2844  -0.682
C -0.1988 1.8823 -0.1401  -0.420
N -0.0726 0.6152 0.4176  -0.284
H 0.7480 -0.0730 -1.2345  0.239
H 0.2799 -2.4295 -0.9311  0.274
H -1.3877 -1.8658 -0.9415  0.276
H -0.4844 -2.2534 0.8139  0.276
H -1.2623 1.9163 -0.5850  0.250
H -0.1384 2.6168 0.6953  0.257
H 0.6149 1.8436 -0.9056  0.236
H -1.4049 0.3382 1.4750  0.455

Output
Total charge: +1
Total energy: -6787.9959 eV
LUMO (alpha / beta): -0.2649 / -0.2648 Eh
Largest force on an atom: 7.1 eV Å⁻¹

=====

Entry 4:
The following is a quantum chemistry calculation of C2HCl3FN in the gas phase, from the OMol25 dataset.

Last column: natural (NBO) charge in e.
CARTESIAN COORDINATES (ANGSTROEM)
C -0.1473 -0.5879 0.0436  0.591
C 0.3234 0.8214 -0.1216  -0.191
N -0.9471 -1.0167 0.8528  -0.600
F 0.5248 -1.3923 -1.0086  -0.383
Cl -0.7443 1.5894 -1.3311  0.048
Cl 0.2106 1.6959 1.4063  0.072
Cl 1.9985 0.8792 -0.7123  0.065
H -1.2187 -1.9891 0.8709  0.398

Output
Total charge: 0
Total energy: -43864.1886 eV
LUMO: 0.0110 Eh
Structure (SMILES): [H]/N=C(\F)C(Cl)(Cl)Cl
Largest force on an atom: 3.6 eV Å⁻¹

=====

Entry 5:
The following is a quantum chemistry calculation of a molecular structure, C2H3BrI2, from the OMol25 dataset.

Last column: natural (NBO) charge in e.
CARTESIAN COORDINATES (ANGSTROEM)
C 0.8798 -0.0174 -0.1487  -0.736
C -0.5797 0.0898 0.1749  -0.366
Br -0.8914 0.1394 2.0732  0.105
I -1.4993 1.7839 -0.7788  0.213
I -1.6579 -1.8852 -0.6471  0.070
H 1.0374 -0.0408 -1.2268  0.240
H 1.4049 0.8490 0.2607  0.235
H 1.3062 -0.9187 0.2926  0.239

Output
Total charge: 0
Total energy: -88365.7838 eV
LUMO: -0.0405 Eh
Largest force on an atom: 1.9 eV Å⁻¹

=====

Entry 6:
The following is a quantum chemistry calculation of a molecular structure, C9H17CrNS4, from the OMol25 dataset.

Last column: natural (NBO) charge in e.
CARTESIAN COORDINATES (ANGSTROEM)
Cr 0.1129 -0.5092 -1.1453  0.470
C -2.3663 -0.8143 1.0095  -0.516
C -3.0672 -0.1285 -0.1572  -0.535
S -1.8817 0.6106 -1.3391  0.412
C -1.3873 2.2142 -0.5607  -0.508
C -0.1579 2.7391 -1.2757  -0.543
S 1.2066 1.5187 -1.3171  0.482
C 2.0876 1.7017 0.2796  -0.514
C 2.9307 0.4527 0.4706  -0.544
S 1.9468 -1.0591 0.2101  0.449
C 1.1811 -1.4056 1.8424  -0.521
C 0.0627 -2.4101 1.6246  -0.534
S -1.0432 -1.8602 0.2796  0.501
H -3.0504 -1.4754 1.5445  0.300
H -1.9329 -0.1027 1.7118  0.247
H -3.7378 0.6642 0.1790  0.303
H -3.6527 -0.8347 -0.7497  0.289
H -1.2235 2.0691 0.5073  0.237
H -2.2187 2.9088 -0.6961  0.299
H 0.2091 3.6591 -0.8166  0.302
H -0.3654 2.9581 -2.3251  0.288
H 1.3576 1.8397 1.0780  0.242
H 2.7147 2.5919 0.2029  0.301
H 3.3752 0.4100 1.4663  0.301
H 3.7433 0.3938 -0.2560  0.288
H 0.8189 -0.4761 2.2838  0.240
H 1.9525 -1.8306 2.4873  0.300
H -0.5364 -2.5714 2.5234  0.304
H 0.4450 -3.3791 1.2973  0.288
N 0.8345 -2.6526 -3.4841  -0.414
C 0.5844 -1.9040 -2.6583  0.267
H 1.0575 -3.3182 -4.2170  0.519

Output
Total charge: +3
Total energy: -82831.2071 eV
2S+1: 2
LUMO (alpha / beta): -0.4924 / -0.4696 Eh
Largest force on an atom: 0.7 eV Å⁻¹

=====

Entry 7:
The following is a quantum chemistry calculation of 2 unconnected molecules or ions with the total composition C4H8O2, from the OMol25 dataset.

Last column: natural (NBO) charge in e.
CARTESIAN COORDINATES (ANGSTROEM)
C 1.7461 -0.7139 0.7939  -0.609
C 0.2584 -0.3715 0.8865  -0.411
C -0.4068 -0.2782 -0.4820  -0.064
O -1.7839 -0.0037 -0.2691  -0.725
C -2.3105 2.0602 -1.5283  0.488
O -1.3691 2.6879 -1.4409  -0.483
H 2.3020 0.0556 0.2451  0.202
H 2.1957 -0.7934 1.7887  0.215
H 1.9090 -1.6686 0.2811  0.202
H 0.1226 0.5832 1.4096  0.203
H -0.2703 -1.1295 1.4764  0.205
H 0.1100 0.5059 -1.0671  0.157
H -0.2778 -1.2284 -1.0220  0.159
H -2.2253 0.2943 -1.0719  0.462

Output
Total charge: 0
Total energy: -8371.8710 eV
LUMO: 0.0384 Eh
Largest force on an atom: 1.8 eV Å⁻¹

=====

Entry 8:
The following is a quantum chemistry calculation of a molecular structure, C5H10, from the OMol25 dataset.

Last column: natural (NBO) charge in e.
CARTESIAN COORDINATES (ANGSTROEM)
C -0.8370 -0.5839 0.6917  -0.362
C -1.4927 0.4351 0.0573  -0.479
C 0.6208 1.4074 -0.4625  -0.417
C 1.5160 0.4616 -0.1511  -0.470
C 0.1971 -1.3709 0.0204  -0.502
H -0.8460 -0.6889 1.7753  0.230
H -1.0727 -1.7674 0.3040  0.326
H -1.6649 0.4164 -1.0190  0.206
H -2.1678 1.0551 0.6376  0.210
H 0.3713 1.6001 -1.5150  0.195
H 0.3479 2.2115 0.2254  0.206
H 1.9105 0.3877 0.8706  0.196
H 2.1226 -0.0408 -0.9114  0.203
H 0.8113 -2.0918 0.5432  0.236
H 0.1834 -1.4312 -1.0665  0.222

Output
Total charge: 0
Total energy: -5342.1074 eV
LUMO: 0.0430 Eh
Largest force on an atom: 1.6 eV Å⁻¹